{"formula": "C37H30AuNP2S2", "method": "ωB97M-V with the def2-TZVPD basis set", "symbols": ["Au", "S", "P", "C", "P", "S", "C", "C", "C", "C", "C", "C", "C", "C", "C", "C", "C", "C", "C", "C", "C", "C", "C", "C", "C", "C", "C", "C", "C", "C", "H", "H", "H", "H", "H", "H", "H", "H", "H", "H", "H", "H", "H", "H", "H", "H", "H", "H", "H", "H", "N", "C", "C", "C", "C", "C", "C", "C", "C", "C", "C", "C", "C", "H", "H", "H", "H", "H", "H", "H", "H", "H", "H"], "xyz": [[0.035, -2.090, -0.690], [2.823, -0.754, 0.534], [1.627, 0.690, -0.077], [0.025, 0.040, -0.504], [-1.629, 0.705, -0.352], [-2.881, -0.779, -0.027], [-1.785, 2.000, 0.919], [-1.219, 3.264, 0.756], [-1.342, 4.224, 1.745], [-2.031, 3.927, 2.914], [-2.598, 2.675, 3.084], [-2.480, 1.715, 2.088], [-1.934, 1.555, -1.929], [-2.725, 2.696, -2.028], [-2.973, 3.266, -3.268], [-2.438, 2.699, -4.415], [-1.660, 1.553, -4.324], [-1.412, 0.981, -3.087], [2.188, 1.486, -1.613], [1.454, 2.519, -2.193], [1.837, 3.052, -3.411], [2.955, 2.547, -4.065], [3.684, 1.515, -3.497], [3.301, 0.980, -2.274], [1.588, 1.980, 1.193], [1.025, 1.672, 2.430], [1.106, 2.568, 3.478], [1.760, 3.783, 3.304], [2.322, 4.095, 2.078], [2.241, 3.194, 1.023], [-0.688, 3.512, -0.153], [-0.895, 5.199, 1.606], [-2.128, 4.676, 3.689], [-3.146, 2.445, 3.988], [-2.943, 0.743, 2.198], [-3.156, 3.138, -1.139], [-3.589, 4.153, -3.337], [-2.633, 3.145, -5.381], [-1.246, 1.104, -5.217], [-0.802, 0.088, -3.016], [0.571, 2.907, -1.701], [1.257, 3.850, -3.855], [3.253, 2.959, -5.020], [4.551, 1.118, -4.007], [3.858, 0.170, -1.822], [0.511, 0.729, 2.571], [0.659, 2.321, 4.433], [1.836, 4.480, 4.128], [2.833, 5.038, 1.938], [2.693, 3.442, 0.070], [0.012, -2.397, 1.558], [0.174, -3.673, 2.209], [0.452, -3.636, 3.571], [0.735, -4.787, 4.278], [0.771, -5.992, 3.595], [0.475, -6.026, 2.246], [0.122, -4.884, 1.514], [-0.278, -5.066, 0.085], [-0.804, -6.313, -0.281], [-1.089, -6.635, -1.594], [-0.854, -5.706, -2.594], [-0.399, -4.445, -2.243], [-0.143, -4.100, -0.916], [0.833, -1.815, 1.730], [-0.834, -1.903, 1.837], [0.462, -2.674, 4.068], [0.950, -4.739, 5.337], [1.036, -6.906, 4.108], [0.543, -6.972, 1.730], [-1.023, -7.044, 0.485], [-1.496, -7.609, -1.831], [-1.045, -5.948, -3.631], [-0.258, -3.706, -3.024]], "forces_ev_per_angstrom": [[0.0820, -0.0051, -0.1325], [-0.0457, 0.0499, -0.0063], [-0.0875, -0.1396, -0.1333], [-0.0353, 0.0768, 0.6225], [0.0963, -0.1503, -0.1065], [0.0281, 0.0583, 0.0397], [0.0393, 0.0489, -0.0281], [-0.0243, 0.0256, -0.0701], [-0.0199, -0.0162, 0.0204], [0.0061, 0.0196, -0.0270], [-0.0147, -0.0099, 0.0249], [-0.0123, -0.0474, -0.0128], [0.0019, -0.0771, -0.0487], [-0.0266, -0.0175, 0.0135], [0.0131, -0.0052, 0.0132], [0.0022, 0.0023, -0.0108], [-0.0102, 0.0039, -0.0164], [0.0321, 0.0135, 0.0210], [-0.0161, -0.1181, -0.0447], [-0.0219, 0.0371, 0.0394], [0.0364, -0.0062, -0.0126], [-0.0154, 0.0144, 0.0003], [0.0020, 0.0014, 0.0015], [0.0479, 0.0225, 0.0362], [0.1096, 0.0452, -0.0285], [-0.0459, -0.0061, 0.0135], [-0.0010, 0.0121, 0.0189], [0.0181, -0.0243, 0.0027], [-0.0213, 0.0031, -0.0075], [-0.0294, 0.0509, -0.0388], [0.0087, -0.0038, -0.0056], [0.0049, 0.0187, -0.0046], [0.0002, 0.0215, 0.0195], [-0.0033, -0.0049, 0.0087], [0.0114, 0.0051, 0.0080], [-0.0096, 0.0061, 0.0296], [-0.0144, 0.0192, 0.0011], [-0.0018, 0.0079, -0.0139], [0.0131, -0.0086, -0.0129], [-0.0009, -0.0030, -0.0060], [-0.0094, -0.0200, 0.0032], [-0.0127, 0.0212, -0.0073], [0.0028, 0.0053, -0.0133], [0.0225, -0.0079, -0.0108], [-0.0068, -0.0115, -0.0078], [0.0415, -0.0438, 0.0008], [-0.0023, 0.0058, 0.0015], [-0.0193, 0.0213, 0.0150], [0.0262, 0.0193, 0.0008], [0.0088, -0.0191, 0.0255], [-0.0932, 0.1274, -0.0775], [0.0440, -0.0039, -0.0398], [0.0645, -0.0045, 0.0133], [-0.0014, -0.0003, 0.0296], [-0.0137, 0.0154, -0.0342], [0.0156, -0.0150, 0.0582], [-0.0762, -0.0268, -0.0252], [0.0420, 0.0210, 0.0355], [-0.0004, -0.0367, 0.0184], [-0.0007, 0.0179, -0.0156], [0.0255, -0.0092, -0.0050], [-0.0401, -0.0674, -0.0012], [-0.0608, 0.1060, -0.1288], [-0.0115, 0.0828, 0.0649], [-0.0370, -0.0478, -0.0472], [0.0039, 0.0224, 0.0154], [0.0114, 0.0036, 0.0015], [0.0115, -0.0315, 0.0198], [-0.0075, -0.0184, -0.0019], [0.0157, -0.0176, -0.0001], [-0.0112, -0.0207, -0.0100], [-0.0184, -0.0043, -0.0215], [-0.0091, 0.0162, -0.0234]], "spin_multiplicity": 3, "homo_energy_ha": [-0.28156, -0.29792], "gap_ev": [8.24, 6.43], "de_lowest_kj_mol": 94.9, "largest_force_ha_per_bohr": 0.0122, "charge": 0, "energy_ha": -3097.4457}

---

{"formula": "C37H30Br4CoN8O4Si", "method": "ωB97M-V with the def2-TZVPD basis set", "symbols": ["Co", "Br", "C", "C", "Br", "C", "Br", "C", "O", "C", "O", "C", "Br", "N", "C", "N", "C", "N", "N", "C", "N", "C", "C", "C", "C", "C", "N", "H", "H", "H", "H", "H", "H", "H", "H", "C", "Si", "C", "C", "C", "C", "C", "C", "C", "H", "H", "H", "H", "H", "H", "H", "H", "H", "H", "H", "O", "C", "N", "C", "C", "O", "N", "C", "C", "C", "C", "C", "C", "C", "C", "C", "C", "C", "C", "H", "H", "H", "H", "H", "H", "H", "H", "H", "H", "H"], "xyz": [[1.191, -1.166, -0.349], [6.150, 4.317, -0.964], [5.172, 2.689, -1.081], [5.725, 1.585, -1.683], [7.490, 1.620, -2.386], [4.962, 0.398, -1.750], [5.659, -1.182, -2.561], [3.664, 0.288, -1.255], [2.973, -0.790, -1.351], [3.080, 1.447, -0.569], [1.926, 1.325, -0.062], [3.873, 2.611, -0.535], [3.069, 4.123, 0.290], [-2.219, -2.027, -2.481], [-1.958, -2.883, -1.480], [-2.950, -3.643, -0.991], [-2.558, -4.525, -0.077], [-3.533, -5.284, 0.514], [-1.304, -4.746, 0.342], [-0.424, -3.897, -0.190], [-0.686, -2.948, -1.058], [1.034, -4.083, 0.144], [1.466, -5.296, 0.642], [2.832, -5.510, 0.771], [3.695, -4.509, 0.366], [3.179, -3.304, -0.092], [1.863, -3.075, -0.165], [-3.180, -1.760, -2.621], [-1.513, -1.330, -2.689], [-4.400, -5.341, 0.007], [-3.209, -6.115, 0.980], [0.731, -6.042, 0.902], [3.208, -6.447, 1.163], [4.768, -4.629, 0.417], [3.791, -2.466, -0.398], [1.130, -2.362, 2.986], [1.637, -0.865, 1.905], [3.514, -0.777, 2.149], [1.044, 0.592, 2.982], [-0.020, 0.480, 3.882], [-0.367, 1.516, 4.742], [0.347, 2.707, 4.720], [1.406, 2.846, 3.833], [1.746, 1.801, 2.983], [1.338, -2.150, 4.039], [1.690, -3.260, 2.707], [0.064, -2.580, 2.884], [3.726, -0.565, 3.202], [3.977, 0.002, 1.544], [3.998, -1.725, 1.896], [-0.603, -0.431, 3.901], [-1.202, 1.393, 5.424], [0.075, 3.521, 5.383], [1.965, 3.774, 3.786], [2.559, 1.940, 2.288], [-1.599, -0.642, 1.506], [-1.548, 0.042, 0.506], [-2.521, 0.998, 0.204], [-2.257, 1.599, -1.076], [-1.018, 0.764, -1.515], [-0.580, 0.815, -2.659], [-0.650, -0.068, -0.536], [-1.988, 3.089, -0.976], [-0.715, 3.627, -1.098], [-0.532, 5.001, -0.975], [-1.606, 5.838, -0.720], [-2.880, 5.300, -0.575], [-3.065, 3.935, -0.709], [-3.358, 1.304, -2.093], [-4.399, 0.434, -1.797], [-5.351, 0.113, -2.761], [-5.267, 0.659, -4.033], [-4.226, 1.532, -4.333], [-3.283, 1.853, -3.371], [-2.925, 1.510, 0.970], [0.139, 2.978, -1.249], [0.468, 5.404, -1.049], [-1.451, 6.905, -0.616], [-3.725, 5.943, -0.360], [-4.062, 3.516, -0.621], [-4.442, -0.010, -0.810], [-6.152, -0.572, -2.514], [-6.001, 0.404, -4.787], [-4.142, 1.954, -5.327], [-2.459, 2.513, -3.609]], "forces_ev_per_angstrom": [[0.2703, 0.9739, 0.0259], [0.0150, -0.0159, -0.0178], [-0.1528, 0.1016, 0.0906], [0.0737, -0.1446, -0.0247], [-0.0212, 0.0284, 0.0029], [-0.0438, 0.0262, -0.0375], [0.0346, 0.0003, -0.0059], [0.1765, 0.1140, -0.0488], [-0.2681, -0.3208, 0.1318], [0.0165, -0.0790, -0.0753], [-0.1025, 0.1388, -0.0708], [0.1119, -0.0265, -0.0399], [-0.0859, 0.0600, 0.0413], [-0.1889, 0.0711, -0.0036], [0.1589, -0.0473, 0.2553], [-0.0346, -0.0123, -0.0347], [0.1813, 0.0360, 0.0988], [-0.0810, -0.0438, -0.1328], [-0.1719, 0.1430, -0.0886], [0.4590, -0.0341, 0.2022], [0.0206, -0.2237, -0.3999], [-0.5669, 0.0804, -0.2198], [0.2344, -0.1360, 0.0154], [-0.1655, 0.0209, -0.0233], [0.1179, 0.0663, -0.0171], [-0.2181, 0.0173, 0.1660], [-0.0474, -0.3322, 0.0435], [0.0441, -0.0319, -0.0372], [0.0429, 0.0015, 0.0165], [0.0270, 0.0140, 0.0583], [-0.0020, 0.0480, 0.0003], [0.0000, -0.0106, 0.0119], [0.0124, 0.0056, -0.0034], [0.0089, -0.0191, -0.0030], [0.0584, -0.0085, -0.0308], [0.0400, -0.0308, 0.0153], [-0.2087, -0.1902, -0.1889], [0.1474, -0.0471, 0.0574], [-0.0853, 0.1190, -0.0180], [0.0002, 0.0097, -0.0227], [0.0402, 0.0048, -0.0496], [-0.0139, 0.0060, 0.0171], [-0.0202, -0.0300, -0.0277], [-0.0703, 0.0516, 0.0509], [0.0033, -0.0255, 0.0412], [-0.0024, 0.0136, -0.0020], [-0.0229, -0.0121, -0.0146], [0.0501, 0.0028, 0.0329], [0.0089, 0.0504, -0.0410], [-0.0036, 0.0093, -0.0007], [-0.0326, -0.0533, -0.0121], [-0.0193, 0.0022, 0.0123], [-0.0009, 0.0094, 0.0051], [0.0078, 0.0070, 0.0062], [0.0799, 0.0115, -0.1008], [0.1243, -0.1533, 0.4320], [-0.0520, -0.0943, -0.4703], [-0.1063, -0.0420, 0.0640], [-0.1292, 0.0498, -0.0236], [0.1455, -0.1666, -0.1998], [0.0337, 0.0456, -0.0411], [0.0424, -0.1116, 0.5557], [-0.0619, 0.0472, -0.0207], [0.0308, -0.0096, 0.0929], [0.0401, -0.0484, 0.0671], [-0.0518, -0.0324, 0.0272], [0.0645, 0.0292, -0.0109], [-0.0204, 0.0167, -0.0567], [-0.0060, 0.0522, 0.0893], [-0.0600, -0.0425, 0.0012], [0.0254, 0.0288, 0.0054], [0.0346, 0.0152, -0.0014], [-0.0399, -0.0407, 0.0352], [0.0562, 0.0306, -0.0364], [0.0545, 0.0463, -0.0213], [0.0727, -0.0128, -0.0142], [0.0694, 0.0026, -0.0307], [0.0021, 0.0234, -0.0040], [-0.0170, 0.0100, -0.0075], [-0.0047, -0.0171, -0.0033], [-0.0054, 0.0104, -0.0072], [-0.0212, -0.0138, 0.0061], [-0.0139, -0.0010, -0.0095], [-0.0064, 0.0129, -0.0209], [-0.0115, -0.0037, -0.0026]], "spin_multiplicity": 2, "homo_energy_ha": [-0.03986, -0.03806], "gap_ev": [5.23, 5.18], "de_lowest_kj_mol": 103.2, "largest_force_ha_per_bohr": 0.0197, "charge": -2, "energy_ha": -14135.5319}

---

{"formula": "C37H30BrF7N5O5S2Sb2Ti", "method": "ωB97M-V with the def2-TZVPD basis set", "symbols": ["Ti", "C", "C", "C", "Sb", "C", "C", "C", "C", "C", "C", "C", "C", "C", "C", "C", "C", "Sb", "C", "C", "C", "C", "C", "C", "C", "C", "C", "C", "C", "C", "H", "H", "H", "H", "H", "H", "H", "H", "H", "H", "H", "H", "H", "H", "H", "H", "H", "H", "H", "H", "H", "H", "H", "H", "H", "H", "F", "C", "F", "F", "S", "O", "O", "N", "S", "O", "O", "C", "F", "F", "F", "O", "N", "C", "C", "N", "C", "N", "F", "Br", "C", "C", "C", "N", "C", "C", "H", "H", "H", "H"], "xyz": [[1.509, 0.377, 0.045], [-2.190, 3.015, -0.261], [-2.369, 3.209, 1.251], [-1.179, 2.734, 2.102], [-1.510, 0.906, 3.191], [0.009, 1.260, 4.676], [1.168, 1.984, 4.409], [2.153, 2.126, 5.380], [1.992, 1.547, 6.630], [0.841, 0.821, 6.907], [-0.139, 0.678, 5.935], [-3.045, 1.855, 4.388], [-2.750, 2.954, 5.195], [-3.746, 3.608, 5.906], [-5.063, 3.172, 5.822], [-5.373, 2.079, 5.028], [-4.369, 1.427, 4.320], [-2.852, 1.248, -1.309], [-3.188, -0.263, 0.184], [-2.300, -1.338, 0.241], [-2.520, -2.392, 1.116], [-3.638, -2.395, 1.940], [-4.537, -1.341, 1.878], [-4.312, -0.282, 1.006], [-4.947, 1.813, -1.316], [-5.835, 0.991, -2.012], [-7.197, 1.256, -2.039], [-7.701, 2.364, -1.370], [-6.834, 3.196, -0.679], [-5.471, 2.921, -0.654], [-1.138, 3.121, -0.526], [-2.721, 3.804, -0.801], [-3.311, 2.766, 1.596], [-2.484, 4.284, 1.427], [-0.953, 3.466, 2.880], [-0.284, 2.609, 1.495], [1.324, 2.418, 3.430], [3.053, 2.685, 5.150], [2.762, 1.655, 7.384], [0.707, 0.364, 7.881], [-1.034, 0.109, 6.167], [-1.726, 3.303, 5.276], [-3.495, 4.459, 6.527], [-5.842, 3.684, 6.374], [-6.397, 1.732, 4.956], [-4.623, 0.574, 3.704], [-1.420, -1.351, -0.389], [-1.811, -3.210, 1.159], [-3.809, -3.217, 2.625], [-5.419, -1.343, 2.509], [-5.030, 0.530, 0.966], [-5.459, 0.119, -2.538], [-7.865, 0.599, -2.583], [-8.763, 2.576, -1.389], [-7.217, 4.061, -0.151], [-4.819, 3.583, -0.098], [1.530, -3.945, 2.037], [1.261, -3.080, 3.011], [-0.043, -3.136, 3.287], [1.943, -3.429, 4.100], [1.687, -1.330, 2.521], [0.934, -1.301, 1.205], [1.828, 1.244, 1.379], [3.255, -1.596, 2.259], [3.999, -1.484, 0.914], [3.226, -0.798, -0.143], [4.682, -2.660, 0.483], [5.337, -0.273, 1.291], [6.035, -0.043, 0.181], [4.836, 0.866, 1.737], [6.153, -0.785, 2.214], [1.976, 1.569, -1.517], [2.976, 2.288, -1.081], [3.064, 3.508, -1.489], [2.137, 4.092, -2.425], [1.402, 4.555, -3.177], [4.146, 4.308, -0.992], [5.007, 4.974, -0.624], [-0.254, 0.718, -0.312], [4.500, -3.026, -4.175], [2.954, -2.543, -3.200], [2.530, -3.335, -2.148], [1.413, -2.918, -1.447], [0.725, -1.811, -1.735], [1.144, -1.081, -2.768], [2.260, -1.397, -3.532], [3.070, -4.224, -1.856], [1.065, -3.485, -0.591], [0.571, -0.186, -2.985], [2.577, -0.753, -4.339]], "forces_ev_per_angstrom": [[-0.7070, 0.3706, 0.5088], [-0.0082, 0.0270, 0.0494], [-0.0007, 0.0250, -0.0271], [-0.0025, 0.0131, -0.0049], [-0.0714, -0.0250, 0.0206], [-0.0125, -0.0068, -0.0074], [-0.0060, 0.0048, -0.0157], [-0.0029, -0.0033, 0.0101], [-0.0017, -0.0007, -0.0063], [0.0062, 0.0035, 0.0024], [0.0087, -0.0028, -0.0079], [0.0283, 0.0045, 0.0091], [0.0028, 0.0026, -0.0044], [-0.0034, -0.0017, 0.0037], [0.0025, 0.0037, -0.0027], [0.0002, 0.0003, 0.0092], [0.0161, -0.0162, -0.0130], [-0.0289, -0.0012, -0.0464], [0.0026, 0.0189, -0.0023], [0.0099, -0.0029, -0.0125], [-0.0079, -0.0102, 0.0226], [0.0130, 0.0088, -0.0081], [0.0058, -0.0140, 0.0024], [-0.0059, 0.0212, 0.0122], [0.0231, -0.0064, -0.0044], [-0.0013, 0.0029, 0.0025], [0.0009, 0.0059, -0.0013], [0.0005, -0.0050, -0.0013], [0.0029, 0.0077, -0.0016], [-0.0166, -0.0075, 0.0063], [0.0001, -0.0272, -0.0150], [0.0108, -0.0068, -0.0036], [0.0089, -0.0366, 0.0063], [-0.0303, -0.0118, 0.0068], [0.0104, 0.0141, -0.0135], [0.0078, -0.0207, 0.0000], [0.0097, -0.0025, 0.0012], [0.0004, -0.0011, 0.0009], [0.0010, -0.0007, -0.0005], [0.0011, 0.0014, 0.0001], [-0.0007, -0.0022, -0.0023], [-0.0003, -0.0015, -0.0018], [-0.0005, 0.0000, 0.0006], [-0.0003, 0.0007, -0.0001], [-0.0002, -0.0017, -0.0002], [0.0004, -0.0003, -0.0036], [-0.0041, -0.0024, 0.0020], [-0.0074, 0.0095, -0.0041], [0.0020, -0.0018, 0.0002], [-0.0011, -0.0013, -0.0028], [-0.0030, 0.0028, -0.0002], [0.0033, -0.0003, 0.0003], [-0.0010, 0.0003, 0.0000], [-0.0003, -0.0006, 0.0004], [-0.0004, -0.0001, -0.0008], [0.0114, 0.0029, 0.0077], [0.0033, -0.0102, -0.0115], [0.0118, 0.0142, -0.0233], [-0.0160, 0.0044, 0.0026], [0.0119, 0.0030, 0.0198], [0.0277, -0.0707, -0.0874], [0.0915, -0.0037, 0.1020], [0.0633, -0.2698, -0.3794], [0.0048, 0.0056, 0.0382], [0.0095, -0.0451, 0.0090], [0.1135, 0.0275, -0.0285], [-0.0031, 0.0135, -0.0151], [-0.0012, 0.0063, -0.0053], [-0.0012, -0.0013, 0.0092], [0.0033, -0.0018, -0.0027], [-0.0029, -0.0008, 0.0031], [0.0304, 0.0843, -0.0117], [0.5796, -0.0181, 0.3624], [-0.2330, -0.0038, -0.3489], [-0.0229, -0.0380, 0.0491], [0.0085, 0.0146, -0.0003], [0.0389, -0.0349, -0.0591], [-0.0116, 0.0126, 0.0158], [-0.0383, -0.0648, -0.0553], [0.0041, -0.0005, -0.0042], [0.0122, -0.0067, -0.0051], [-0.0060, -0.0198, 0.0039], [-0.0507, 0.0111, 0.0298], [0.1661, 0.0483, -0.0807], [-0.0582, -0.0113, -0.0089], [-0.0230, 0.0145, -0.0083], [-0.0004, -0.0005, 0.0006], [0.0122, 0.0087, 0.0118], [0.0101, 0.0071, 0.0093], [0.0012, -0.0030, -0.0013]], "homo_energy_ha": -0.22099, "gap_ev": 8.12, "de_lowest_kj_mol": 58.3, "largest_force_ha_per_bohr": 0.0184, "charge": -1, "energy_ha": -7477.4742}